[1]
A 5-piece molecular cluster, C2H14O4S2 overall at a distorted geometry. Source: the OMol25 dataset; level of theory: ωB97M-V/def2-TZVPD.

Its orbital gap (alpha / beta) is 0.3157 / 0.2135 Ha. The net charge is +1. The LUMO energy (alpha / beta) is -5.406 / -8.187 eV. As for the multiplicity: 2.

The geometry in XYZ format:
```
22
Properties=species:S:1:pos:R:3:forces:R:3
C 1.425280 -0.330217 1.559734 0.769 -0.786 -3.434
S -0.307700 0.223146 1.501506 0.605 1.098 -1.591
S -0.379687 1.603563 -0.089697 -1.176 -1.749 2.243
C -2.210833 1.720050 -0.301639 0.432 -1.317 0.958
H 2.047977 0.320656 0.824961 -1.055 -1.438 1.260
H 1.592033 -1.471413 1.309892 -0.758 2.351 0.176
H 1.756560 -0.172190 2.528937 0.564 0.430 1.979
H -2.518789 0.847194 -0.872099 0.047 -0.081 -0.103
H -2.277690 2.591875 -0.865983 -0.400 1.550 -1.083
H -2.829007 1.806719 0.609289 0.777 -0.013 -0.157
H 3.894664 -0.898762 -1.080456 -0.096 -1.068 -3.071
H 4.136547 0.108922 -0.146033 -0.107 -0.490 0.636
O 3.842984 -0.824661 -0.169413 0.332 1.473 2.478
H -2.562496 -1.911771 -0.811092 2.000 -0.692 -2.263
H -1.068215 -2.038515 -1.177441 3.046 -0.084 1.455
O -1.878540 -2.078226 -1.585439 -4.899 0.745 0.627
H -3.710680 -1.392166 1.555858 -0.091 -0.311 -0.588
H -2.277937 -0.907048 1.314464 -2.164 -1.587 -1.561
O -3.061540 -1.383595 0.828248 1.821 1.806 2.408
H 1.702837 1.535775 -0.971234 -0.105 0.121 -0.600
H 2.216250 1.277458 -2.443752 -0.309 0.111 0.183
O 2.467992 1.373203 -1.518605 0.768 -0.068 0.048
```
Forces are in eV/Å.

The molecule's natural (NBO) atomic charges, reported in e, are given here:
1. C -0.776
2. S 0.410
3. S 0.408
4. C -0.723
5. H 0.288
6. H 0.315
7. H 0.258
8. H 0.287
9. H 0.256
10. H 0.273
11. H 0.472
12. H 0.472
13. O -0.935
14. H 0.497
15. H 0.444
16. O -0.953
17. H 0.500
18. H 0.456
19. O -0.950
20. H 0.449
21. H 0.494
22. O -0.941

---

[2]
C29H29EuN3Si as an isolated structure at a distorted geometry. Source: the OMol25 dataset; level of theory: ωB97M-V/def2-TZVPD.

Its orbital gap (alpha / beta) is 0.1735 / 0.1731 Ha. The LUMO energy (alpha / beta) is -2.156 / -2.145 eV. As for the multiplicity: 8.

The geometry in XYZ format:
```
63
Properties=species:S:1:pos:R:3:forces:R:3
C 1.547713 0.333526 3.698172 0.241 -0.344 -0.284
C 1.508256 -0.991926 3.164833 0.523 0.269 -0.214
C 2.648254 -1.154185 2.302182 -0.197 0.449 0.324
H 0.739578 -1.745126 3.375248 0.438 0.295 -0.022
C 3.377340 0.085287 2.307699 -0.563 -0.247 0.146
C 2.698661 0.991514 3.177818 -0.192 -0.518 -0.329
H 3.029899 1.998555 3.447041 -0.136 -0.445 -0.159
H 0.860203 0.746937 4.443618 0.264 -0.182 -0.395
H 2.893251 -2.046591 1.713178 -0.029 0.377 0.386
H 4.305112 0.295411 1.763121 -0.426 -0.167 0.284
Eu 0.956874 0.282488 0.805595 0.838 0.818 0.210
C -1.034271 2.288601 -3.320135 -0.585 1.219 0.833
H -0.721179 2.077227 -2.261115 -0.259 0.028 -1.279
H -1.617845 3.227622 -3.266108 0.144 -0.268 -0.229
H -1.686568 1.502680 -3.723013 0.378 0.216 0.297
Si 0.371384 -0.811298 -2.131881 -0.802 1.125 -1.544
C -1.158695 -1.840807 -2.632943 -0.270 -0.622 0.390
C -1.214405 -3.017016 -1.864666 -0.906 -0.071 -0.127
H -0.387204 -3.261598 -1.195160 -0.121 0.064 -0.052
C -2.316885 -3.868031 -1.900743 0.055 -0.151 -0.164
H -2.339104 -4.735797 -1.238336 -0.056 0.092 -0.277
C -3.373984 -3.609087 -2.778188 0.189 0.219 0.068
H -4.217528 -4.299683 -2.824892 0.151 0.281 0.018
C -3.324914 -2.475012 -3.599405 0.342 -0.089 0.101
H -4.167599 -2.277855 -4.272365 0.441 -0.010 0.170
C -2.215288 -1.606544 -3.548419 -0.086 -0.297 0.608
H -2.204639 -0.734699 -4.209127 0.093 -0.227 0.300
C 1.701649 -1.646906 -3.187537 0.626 -0.044 -1.395
C 1.501704 -2.788554 -4.006107 0.607 -0.025 0.452
H 0.499858 -3.194569 -4.134783 0.184 -0.082 0.313
C 2.567117 -3.418792 -4.677266 -0.267 0.567 0.130
H 2.393027 -4.359100 -5.205514 0.020 0.375 0.000
C 3.833097 -2.831248 -4.673730 -0.062 0.076 0.306
H 4.652230 -3.282186 -5.239806 -0.210 0.090 0.317
C 4.029507 -1.632949 -3.973537 -0.500 0.217 -0.142
H 5.007495 -1.155716 -3.972370 -0.159 -0.037 -0.128
C 2.963420 -1.019652 -3.293380 0.132 -1.018 -0.076
H 3.098293 -0.031482 -2.855150 0.177 -0.213 0.214
H -0.173653 2.464834 -3.977963 -0.187 -0.267 0.341
H -0.043926 0.385892 -3.061250 1.013 -1.094 0.703
C 0.909747 5.560787 4.513073 0.016 -0.182 -0.192
C 1.648492 5.045971 3.435381 -0.209 0.214 0.095
C 1.132848 4.009312 2.667822 -0.717 -0.540 0.246
C -0.117450 3.446863 3.020929 0.268 1.129 0.387
C -0.895626 4.026855 4.042414 0.504 0.173 0.187
C -0.365621 5.065010 4.807716 0.020 -0.194 -0.464
N -0.540595 2.271814 2.383530 -3.580 -0.789 0.546
N -1.773693 1.964151 2.728029 3.281 1.210 -0.463
C -2.188224 0.721913 2.303169 0.076 -2.198 -1.543
C -3.406050 0.157922 2.745604 0.932 0.814 -0.155
C -3.718096 -1.130490 2.331449 0.124 -0.229 -0.337
C -2.830806 -1.845038 1.513250 -0.212 0.004 0.296
C -1.634629 -1.243821 1.144264 -0.487 0.852 0.174
N -1.359479 0.031200 1.470520 -1.023 -0.796 0.915
H 1.328506 6.364106 5.117789 -0.067 -0.199 -0.144
H 2.627866 5.465457 3.200726 -0.306 -0.116 0.048
H 1.661442 3.596840 1.804841 0.002 0.122 0.403
H -1.887670 3.616826 4.227942 0.425 0.189 0.128
H -0.953122 5.476616 5.627403 0.201 -0.029 -0.206
H -4.031732 0.769846 3.396561 0.059 -0.362 -0.181
H -4.655954 -1.591115 2.638395 0.214 0.128 -0.058
H -3.053337 -2.851686 1.161974 0.016 0.257 0.184
H -0.883048 -1.773507 0.543604 -0.382 0.181 0.039
```
Forces are in eV/Å.

The molecule's natural (NBO) atomic charges, reported in e, are given here:
1. C -0.339
2. C -0.387
3. C -0.405
4. H 0.224
5. C -0.364
6. C -0.343
7. H 0.221
8. H 0.220
9. H 0.234
10. H 0.227
11. Eu 1.336
12. C -0.848
13. H 0.207
14. H 0.197
15. H 0.220
16. Si 0.399
17. C -0.408
18. C -0.252
19. H 0.198
20. C -0.220
21. H 0.202
22. C -0.238
23. H 0.209
24. C -0.234
25. H 0.209
26. C -0.156
27. H 0.201
28. C -0.420
29. C -0.155
30. H 0.202
31. C -0.237
32. H 0.207
33. C -0.232
34. H 0.208
35. C -0.220
36. H 0.204
37. C -0.222
38. H 0.194
39. H 0.220
40. H -0.176
41. C -0.172
42. C -0.220
43. C -0.191
44. C 0.142
45. C -0.205
46. C -0.212
47. N -0.164
48. N -0.198
49. C 0.301
50. C -0.210
51. C -0.151
52. C -0.227
53. C 0.068
54. N -0.518
55. H 0.222
56. H 0.226
57. H 0.220
58. H 0.244
59. H 0.223
60. H 0.240
61. H 0.232
62. H 0.243
63. H 0.227

---

The following energy values (in eV) correspond, in order, to the records above: -32152.2058 -62217.1468.